C32H39CdClN3S | ωB97M-V/def2-TZVPD

```
77
Properties=species:S:1:pos:R:3:forces:R:3
Cd -0.45847 -0.33377 -1.84152 0.32 -0.23 -0.04
C -6.77106 -0.96125 2.59459 0.00 0.00 0.00
C -5.52583 -1.85473 2.67494 0.00 0.00 -0.02
C -5.89832 -3.28986 2.27736 0.00 0.00 0.00
C -5.03029 -1.86515 4.12066 0.00 0.00 0.00
C -4.47092 -1.33072 1.70548 0.02 0.00 0.04
C -4.74808 -1.24963 0.34213 -0.01 -0.01 -0.04
C -3.77026 -0.79588 -0.52087 0.02 0.00 0.02
N -2.56268 -0.41041 -0.12239 -0.07 0.11 -0.02
C -2.28003 -0.47349 1.17318 0.15 -0.03 0.03
C -3.20599 -0.93326 2.10982 -0.05 -0.03 -0.02
C -0.89765 -0.05201 1.57059 -0.13 -0.03 -0.05
C -0.54086 0.13453 2.89515 0.07 0.03 0.02
C 0.76167 0.50916 3.22810 -0.05 -0.01 0.01
C 1.64697 0.68593 2.17858 0.03 0.01 -0.02
C 1.21300 0.49244 0.87178 0.00 0.00 0.05
N -0.02940 0.13448 0.57407 0.08 -0.02 -0.03
C 1.14392 0.69840 4.69275 0.00 0.00 -0.01
C 0.25534 1.78517 5.31278 0.00 0.01 0.00
C 2.60499 1.11698 4.85237 0.00 0.00 0.01
C 0.93080 -0.62531 5.44014 0.00 0.00 0.00
H -7.54094 -1.33141 3.27526 0.00 0.00 0.00
H -7.19056 -0.94568 1.58830 0.00 0.00 0.00
H -6.52989 0.06599 2.87444 0.00 0.00 0.00
H -6.65676 -3.68183 2.95881 0.00 0.00 0.00
H -5.02488 -3.94258 2.32058 0.00 0.00 0.00
H -6.29888 -3.33374 1.26424 0.00 0.00 0.00
H -5.82195 -2.24247 4.77047 0.00 0.00 0.00
H -4.76686 -0.86260 4.46363 0.00 0.00 0.00
H -4.16108 -2.51360 4.24463 0.00 0.00 0.00
H -5.70867 -1.54715 -0.05768 0.00 0.00 0.01
H -3.95583 -0.74487 -1.58856 0.00 0.01 0.00
H -2.92673 -1.00008 3.14894 0.01 0.00 0.00
H -1.27253 -0.00199 3.67834 -0.01 0.00 -0.01
H 2.67502 0.97510 2.33985 0.00 0.00 0.00
H 1.86710 0.63185 0.01573 -0.01 0.00 0.00
H 0.38513 2.73505 4.79111 0.00 0.00 0.00
H 0.52138 1.93017 6.36230 0.00 0.00 0.00
H -0.80136 1.51819 5.26755 0.00 0.00 0.00
H 2.80908 2.06440 4.35104 0.00 0.00 0.00
H 3.28525 0.36383 4.45193 0.00 0.00 0.00
H 2.83173 1.24276 5.91284 0.00 0.00 0.00
H -0.10949 -0.95061 5.39369 0.00 0.00 0.00
H 1.20236 -0.50863 6.49185 0.00 0.00 0.00
H 1.54840 -1.41559 5.01020 0.00 0.00 0.00
C -0.37714 1.57923 -2.96437 0.05 0.04 -0.01
H -0.67056 2.46080 -2.39272 0.00 0.02 -0.01
H -0.85814 1.60574 -3.94064 0.00 0.07 0.00
Cl 0.08764 -3.44124 -0.60547 0.03 0.03 0.19
C -0.73137 -2.51527 -1.93751 -0.19 0.06 -0.18
H -1.77423 -2.83135 -1.88510 0.00 0.00 -0.01
H -0.31714 -2.92704 -2.85685 0.02 -0.01 0.02
N 1.85040 0.47814 -2.18014 -0.12 0.07 0.05
S 1.40997 1.64638 -3.17509 -0.21 0.00 0.02
C 1.49066 0.99683 -4.86226 0.01 -0.02 -0.03
C 1.04823 1.75376 -5.93900 -0.01 0.01 0.00
C 1.17457 1.25637 -7.22672 0.00 0.00 0.00
C 1.75586 0.01059 -7.43613 0.00 0.00 0.01
C 2.21274 -0.72945 -6.35502 0.00 0.01 -0.02
C 2.08614 -0.23463 -5.06295 0.01 -0.01 0.01
C 4.71550 1.37234 -2.96664 0.01 -0.05 0.06
C 5.59768 1.73273 -1.92738 0.00 0.02 -0.04
C 6.91509 2.14898 -2.11746 0.01 0.01 0.01
C 7.43794 2.23341 -3.40240 0.00 0.00 0.00
C 6.61685 1.89502 -4.47196 0.01 0.00 0.00
C 5.30581 1.47901 -4.24266 -0.02 0.00 0.01
H 2.88993 0.56735 -2.17559 0.03 -0.05 -0.04
H 0.61046 2.73166 -5.76978 0.00 0.00 0.00
H 0.82908 1.84326 -8.06949 0.00 0.00 0.00
H 1.86395 -0.37305 -8.44347 0.00 0.00 0.00
H 2.68431 -1.69100 -6.51725 0.00 0.00 0.00
H 2.45751 -0.77230 -4.19830 0.00 0.01 0.00
H 5.24329 1.69220 -0.89389 0.02 0.00 0.01
H 7.53963 2.40948 -1.26490 -0.01 0.00 0.00
H 8.46137 2.55570 -3.56634 0.00 0.00 0.00
H 7.00489 1.95509 -5.48689 -0.01 0.00 0.00
H 4.71320 1.22508 -5.12481 0.01 0.00 -0.01
```
Forces are in eV/Å.

Summary:
* charge: -1
* max |F|: 0.39 eV Å⁻¹
* gap between HOMO and LUMO: 4.4760 eV
* calculated total energy: -66207.492 eV